Entry 1:
ORCA calculation (the ωB97M-V functional and the def2-TZVPD basis) on a cluster of 2 separate species, C12H17N2 in total in a non-equilibrium geometry.

Summary:
LUMO level (alpha / beta) ... -5.097 / -5.096 eV
Electronic energy ... -15689.3279 eV
ΔE to the lowest compared entry with this formula, charge and spin ... 4.2625 eV

Geometry as ORCA input:
```
! wB97M-V def2-TZVPD RIJCOSX def2/J DEFGRID3
* xyz 1 1
N 2.43 0.77 0.06
N 1.29 -1.05 -0.08
C -4.17 -0.59 0.30
C 2.85 2.19 -0.16
C -1.97 1.01 -0.25
C 3.34 -0.23 0.52
C -0.84 1.80 -0.55
C -2.61 0.30 -1.24
C 0.30 -2.01 -0.21
C -3.77 -0.53 -0.95
C 2.65 -1.51 0.24
C -2.22 0.61 1.14
C -3.42 -0.08 1.37
C 1.26 0.28 -0.19
H -0.63 1.74 -1.59
H -2.32 0.38 -2.25
H 0.82 -2.85 -0.63
H -0.24 -2.35 0.68
H 4.26 0.00 -0.04
H -0.47 -1.74 -0.90
H 3.63 2.11 -0.86
H -5.00 -1.30 0.58
H 3.62 -0.06 1.61
H -1.48 0.76 1.96
H -0.28 2.51 0.08
H -3.85 -0.23 2.34
H 1.86 2.67 -0.37
H 2.76 -2.15 1.13
H -4.18 -1.01 -1.75
H 3.13 -1.87 -0.76
H 3.26 2.43 0.79
*
```

Entry 2:
ORCA calculation (the ωB97M-V functional and the def2-TZVPD basis) on a cluster of 2 separate species, C12H17N2O in total in a non-equilibrium geometry.

Summary:
LUMO level (alpha / beta) ... -4.917 / -4.917 eV
Electronic energy ... -17734.7510 eV
ΔE to the lowest compared entry with this formula, charge and spin ... 7.6520 eV

Geometry as ORCA input:
```
! wB97M-V def2-TZVPD RIJCOSX def2/J DEFGRID3
* xyz 1 1
O 1.48 -3.49 -0.25
N 1.14 -2.08 -0.31
N 2.29 -1.44 1.58
C -1.89 -0.38 -1.41
C -1.82 0.31 0.92
C -3.74 -0.71 0.12
C -1.15 0.11 -0.32
C -0.01 0.92 0.07
C 1.61 -1.17 0.49
C -3.14 0.07 1.13
C -3.12 -0.84 -1.09
C -0.58 1.09 1.45
C 1.41 0.89 -1.89
C 2.06 2.20 0.50
C 1.06 1.76 -0.60
H 2.83 -0.72 1.95
H 0.50 2.53 -1.12
H 0.81 0.01 -1.95
H -3.84 -1.35 -1.73
H 1.72 3.05 1.10
H -1.67 -0.43 -2.41
H 2.32 1.44 1.20
H 1.25 1.51 -2.79
H 2.53 -2.39 1.65
H -0.91 1.98 1.86
H 2.45 0.53 -1.70
H -4.70 -1.04 0.17
H 0.89 -3.86 0.46
H -3.54 0.42 2.09
H 0.96 -1.93 -1.29
H 2.93 2.39 -0.02
H -0.11 0.62 2.17
*
```

Entry 3:
ORCA calculation (the ωB97M-V functional and the def2-TZVPD basis) on a structure of composition C12H17N7OSW in a non-equilibrium geometry.

Summary:
LUMO level (alpha / beta) ... -15.375 / -15.125 eV
⟨S²⟩ ... 2.02
Electronic energy ... -37816.9228 eV
ΔE to the lowest compared entry with this formula, charge and spin ... 0.4369 eV

Geometry as ORCA input:
```
! wB97M-V def2-TZVPD RIJCOSX def2/J DEFGRID3
* xyz 4 3
W -0.10 -0.69 0.20
S -2.07 -1.99 0.26
O 1.03 -1.64 -1.19
N -0.08 -0.16 -4.20
N -0.31 -0.07 -1.97
N -3.20 -3.13 2.39
N 0.96 0.83 1.09
N -0.57 -0.73 2.32
N -1.60 1.41 -3.33
N -1.50 -1.62 2.82
C -0.22 0.11 -5.63
C 0.56 -1.04 -2.23
C 0.79 -1.21 -3.68
C -0.09 0.13 4.61
C 1.82 1.54 0.34
C 0.06 0.07 3.15
C -2.29 -2.30 1.98
C 2.74 2.41 0.89
C 1.88 1.82 3.06
C -0.72 0.45 -3.21
C 2.76 2.57 2.27
C 1.00 0.96 2.45
H 0.72 -0.11 -6.13
H 1.90 1.93 4.14
H 3.46 3.27 2.73
H 1.84 -1.08 -3.97
H -2.08 1.80 -2.53
H -0.99 -0.51 -6.07
H -0.44 1.16 -5.80
H -0.81 -0.54 5.05
H 3.41 2.97 0.26
H 0.88 -0.07 5.09
H 0.51 -2.20 -4.04
H -3.40 -3.33 3.37
H -3.77 -3.66 1.73
H -1.60 -1.70 3.83
H 1.75 1.43 -0.74
H -0.35 1.15 4.92
H -1.89 1.75 -4.24
*
```

Entry 4:
ORCA calculation (the ωB97M-V functional and the def2-TZVPD basis) on a structure of composition C12H17NNiO in a non-equilibrium geometry.

Summary:
LUMO level (alpha / beta) ... -7.579 / -10.139 eV
⟨S²⟩ ... 2.01
Electronic energy ... -57283.4572 eV
ΔE to the lowest compared entry with this formula, charge and spin ... 0.3459 eV

Geometry as ORCA input:
```
! wB97M-V def2-TZVPD RIJCOSX def2/J DEFGRID3
* xyz 2 3
Ni -1.50 -0.07 -1.14
O -0.86 -0.41 0.60
N 1.22 -1.10 1.13
C 1.20 1.40 2.40
C -0.06 -0.79 1.46
C 0.78 0.34 3.43
C -0.68 0.82 -3.14
C -0.17 -0.49 -3.00
C 1.93 -0.09 0.40
C -2.46 -1.36 -2.85
C -2.07 1.04 -3.10
C -0.32 -0.63 2.92
C -1.07 -1.58 -2.85
C 2.34 0.99 1.46
C -2.96 -0.04 -2.96
H -0.68 -2.59 -2.84
H 0.89 -0.68 -3.11
H 2.68 1.86 0.89
H 1.60 2.25 2.97
H -3.14 -2.20 -2.84
H -0.01 1.64 -3.36
H -2.46 2.04 -3.29
H -1.31 -0.20 3.06
H 1.26 0.34 -0.35
H 1.78 -1.57 1.83
H -4.03 0.12 -3.05
H 0.34 1.78 1.84
H 0.38 0.83 4.32
H 3.18 0.62 2.04
H 2.82 -0.49 -0.07
H -0.27 -1.58 3.46
H 1.67 -0.22 3.75
*
```

Entry 5:
ORCA calculation (the ωB97M-V functional and the def2-TZVPD basis) on a cluster of 2 separate species, C12H17NO8S in total.

Summary:
LUMO level ... -0.864 eV
Electronic energy ... -41424.1473 eV
SMILES ... CCOCCC1=C(N=C=O)C(=O)OC1=O.CCOS(C)(=O)=O

Geometry as ORCA input:
```
! wB97M-V def2-TZVPD RIJCOSX def2/J DEFGRID3
* xyz 0 1
S 4.37 1.53 1.95
O -3.18 -5.04 -2.88
O -5.36 -0.18 0.69
O 4.76 2.85 1.17
O -6.69 -3.93 -1.29
O -1.07 -0.11 -0.99
O 4.29 1.81 3.35
O 3.26 0.91 1.29
O -6.38 -2.02 -0.13
N -4.39 -3.01 -3.01
C -2.02 -1.11 -1.28
C 3.33 4.60 2.17
C -4.50 -1.26 -1.28
C -3.81 -4.08 -2.92
C -3.34 -0.41 -1.65
C 3.71 3.82 0.93
C -4.91 -2.39 -1.87
C 0.64 -1.81 -0.42
C -0.06 -0.51 -0.07
C 5.85 0.64 1.62
C -5.41 -1.03 -0.13
C -6.09 -2.92 -1.13
H 0.67 0.29 -0.07
H -0.51 -0.59 0.93
H 4.12 4.48 0.17
H -0.02 -2.67 -0.30
H 4.21 5.06 2.62
H -3.39 -0.23 -2.73
H 2.62 5.38 1.91
H 2.85 3.32 0.50
H 5.77 -0.30 2.17
H 1.46 -1.96 0.28
H -2.19 -1.73 -0.39
H -1.68 -1.74 -2.10
H 5.91 0.45 0.55
H 1.01 -1.82 -1.45
H 2.87 3.96 2.92
H -3.39 0.53 -1.12
H 6.69 1.22 1.97
*
```

Entry 6:
ORCA calculation (the ωB97M-V functional and the def2-TZVPD basis) on the molecule C12H18BrNO2S.

Summary:
LUMO level ... 0.525 eV
Electronic energy ... -99198.5962 eV
SMILES ... CCCCCCNS(=O)(=O)c1ccccc1Br
ΔE to the lowest compared entry with this formula, charge and spin ... 0.0000 eV

Geometry as ORCA input:
```
! wB97M-V def2-TZVPD RIJCOSX def2/J DEFGRID3
* xyz 0 1
Br 1.08 -2.22 1.56
S 1.81 0.93 1.76
O 2.13 2.31 1.52
O 2.34 0.29 2.92
N 0.15 0.71 1.76
C -0.90 0.47 -1.04
C -0.65 1.77 1.17
C 2.52 -2.08 -0.88
C 2.07 -1.35 0.22
C -3.99 -1.31 0.53
C 2.34 0.00 0.32
C 3.52 -0.07 -1.77
C -2.52 -1.00 0.25
C -0.50 1.78 -0.35
C 3.07 0.64 -0.67
C -2.36 0.07 -0.82
C 3.24 -1.43 -1.87
H -2.77 -0.33 -1.76
H -2.02 -1.92 -0.07
H -2.04 -0.68 1.18
H -2.95 0.95 -0.56
H 3.27 1.69 -0.55
H -1.12 2.59 -0.74
H 4.08 0.42 -2.54
H -4.49 -1.65 -0.38
H 0.54 2.01 -0.59
H -1.69 1.60 1.45
H -4.51 -0.42 0.89
H -0.25 -0.33 -0.70
H -4.08 -2.08 1.29
H 2.30 -3.13 -0.95
H -0.15 0.42 2.68
H 3.59 -1.99 -2.72
H -0.71 0.61 -2.11
H -0.33 2.74 1.56
*
```

Entry 7:
ORCA calculation (the ωB97M-V functional and the def2-TZVPD basis) on a cluster of 2 separate species, C12H18F3N3O2S in total in a non-equilibrium geometry.

Summary:
LUMO level ... -0.613 eV
Electronic energy ... -40287.7377 eV

Geometry as ORCA input:
```
! wB97M-V def2-TZVPD RIJCOSX def2/J DEFGRID3
* xyz 0 1
S 1.62 1.12 0.19
F -0.21 2.96 -0.14
F 0.89 3.13 1.72
F 1.84 3.70 -0.17
O -0.11 1.36 4.37
O -3.02 1.03 0.83
N -0.19 -1.21 -1.69
N 2.12 -1.24 -1.61
N -1.29 1.29 2.36
C -2.59 1.28 1.96
C -2.53 1.73 4.35
C 1.01 2.80 0.41
C -1.14 1.45 3.71
C 3.36 -0.50 -1.53
C 0.97 -0.58 -1.62
C -0.26 -2.66 -1.94
C 1.15 0.94 -1.53
C 0.98 -3.34 -1.43
C -3.50 1.56 3.18
C -1.47 -0.51 -1.57
C 2.20 -2.66 -1.95
H 3.37 0.12 -0.60
H 2.28 -2.75 -3.05
H -2.59 2.74 4.76
H -2.28 -1.25 -1.69
H 3.49 0.18 -2.38
H 2.04 1.27 -2.09
H -4.10 2.48 3.06
H 0.99 -4.38 -1.75
H 4.21 -1.19 -1.49
H -4.16 0.69 3.34
H -0.38 -2.84 -3.03
H -2.70 0.98 5.13
H -1.16 -3.07 -1.46
H 0.98 -3.35 -0.35
H 3.13 -3.04 -1.51
H -1.63 0.00 -0.60
H 0.25 1.52 -1.82
H -1.58 0.24 -2.37
*
```

Entry 8:
ORCA calculation (the ωB97M-V functional and the def2-TZVPD basis) on a structure of composition C12H18F9O6Ti in a non-equilibrium geometry.

Summary:
LUMO level (alpha / beta) ... 2.698 / -0.527 eV
⟨S²⟩ ... 6.01
Electronic energy ... -72588.0864 eV

Geometry as ORCA input:
```
! wB97M-V def2-TZVPD RIJCOSX def2/J DEFGRID3
* xyz -1 5
Ti 24.20 9.77 -18.91
F 20.94 7.65 -22.43
F 28.36 9.92 -16.98
F 22.62 6.67 -21.77
F 23.28 11.92 -15.36
F 28.97 7.88 -17.03
F 22.59 7.67 -23.69
F 29.34 9.05 -18.69
F 22.45 13.80 -15.43
F 24.45 13.66 -15.82
O 26.49 9.02 -19.63
O 22.93 14.02 -18.44
O 24.13 9.23 -21.62
O 23.80 11.96 -18.30
O 25.99 8.67 -17.49
O 22.28 8.96 -20.34
C 22.38 16.08 -19.18
C 28.43 8.87 -17.77
C 24.91 8.52 -15.51
C 22.11 15.08 -18.04
C 25.87 7.72 -16.42
C 20.57 9.17 -18.73
C 27.06 8.46 -18.43
C 23.33 13.04 -16.02
C 22.74 9.05 -21.61
C 21.13 9.75 -19.91
C 23.02 12.88 -17.60
C 22.24 7.78 -22.38
H 25.47 9.37 -15.10
H 21.03 14.96 -17.95
H 22.06 12.36 -17.55
H 22.19 9.85 -22.10
H 26.81 7.54 -15.90
H 23.44 16.35 -19.20
H 27.29 7.43 -18.70
H 21.19 9.17 -17.84
H 19.57 9.59 -18.58
H 24.10 8.90 -16.13
H 20.34 9.97 -20.62
H 21.53 10.73 -19.67
H 25.38 6.82 -16.81
H 22.52 15.74 -17.28
H 24.30 8.02 -14.75
H 20.32 8.13 -18.95
H 22.16 15.68 -20.17
H 21.82 16.99 -18.95
*
```